No. 1
120
Properties=species:S:1:pos:R:3:forces:R:3 method="wB97M-V/def2-TZVPD" multiplicity=1 lumo_ev=0.23 homo_ev=-8.314 smiles="CC1(C)CCCC(C)(C)N1O.O=C1OC[C@@H](F)O1.O=C1OC[C@@H](F)O1.CC(C)=O.CC(C)=O.CC(C)=O.CC(C)=O.CC(C)=O.CC(C)=O.CC(C)=O" relative_energy_ev=0.0000 charge=0 energy_ha=-2719.6157
C -4.11356 6.38590 -2.39536 0.094 -0.449 1.382
C -3.34180 5.48085 -3.37770 0.580 -0.218 -1.199
C -1.82273 5.36748 -3.05801 0.040 1.353 1.523
C -1.39727 4.43624 -1.90413 -0.297 0.908 -0.406
C -1.87348 3.06240 -2.21982 -0.718 -0.807 1.051
C -3.39388 3.00000 -2.60931 0.510 -1.247 -0.124
N -3.74707 4.06899 -3.54794 1.792 0.386 0.297
O -5.05011 3.91888 -3.95025 -1.453 0.106 -0.417
C -3.60887 1.63525 -3.34980 -0.191 1.055 0.690
C -4.34324 2.93483 -1.38292 0.435 0.447 0.492
C -3.44331 6.18107 -4.77308 -0.517 -0.437 0.555
H -3.93023 7.45181 -2.53075 0.325 -0.076 -0.323
H -3.81732 6.16423 -1.37008 0.343 -0.009 0.182
H -5.19679 6.30201 -2.30768 -0.104 -0.467 -0.830
H -1.20210 5.15910 -3.92950 -0.391 -0.323 -0.271
H -1.52070 6.36935 -2.75281 0.068 0.331 -0.113
H -1.76018 4.68965 -0.90806 -0.635 0.558 -0.145
H -0.32624 4.54871 -1.73571 0.235 -0.470 -0.414
H -1.81800 2.50388 -1.28544 0.058 -0.415 0.038
H -1.19798 2.53275 -2.89161 -0.369 0.131 -0.496
H -4.69258 1.51940 -3.33393 0.095 -0.603 -0.437
H -3.20205 1.64183 -4.36102 -0.088 0.067 -0.054
H -3.12209 0.85177 -2.76903 -0.151 -0.085 0.002
H -5.39526 2.94784 -1.66786 0.093 0.467 -0.250
H -4.27313 2.04888 -0.75184 0.573 -0.384 -0.335
H -4.10417 3.74214 -0.69068 -0.299 0.327 -0.052
H -3.00896 5.55212 -5.55018 0.143 0.116 -0.011
H -2.99173 7.17278 -4.74706 0.333 -0.140 0.045
H -4.49003 6.36374 -5.01615 -0.110 -0.178 -0.054
H -4.94543 3.53280 -4.82294 -0.367 0.014 -0.215
C -3.03612 -5.33823 3.34068 0.563 -0.498 0.405
C -2.12277 -5.17121 2.17138 1.047 -0.887 -2.059
O -1.90030 -6.12092 1.39986 -0.464 1.875 1.580
C -1.40100 -3.82872 1.93267 -0.456 -0.836 0.327
H -2.41177 -5.16332 4.21686 0.134 -0.045 0.255
H -3.31591 -6.39164 3.32975 -0.467 0.223 0.185
H -3.86599 -4.64302 3.46749 -0.064 -0.064 -0.505
H -1.73115 -3.49168 0.95007 0.019 0.333 0.105
H -0.32116 -3.97002 1.88695 -0.196 -0.207 -0.186
H -1.59790 -3.11476 2.73242 -0.183 0.151 -0.191
C 4.23587 3.17725 -1.15341 -1.161 0.023 0.572
C 2.87889 2.77475 -1.67405 -3.100 -1.394 0.351
O 1.83073 2.54724 -1.04105 2.569 0.948 0.001
C 2.68346 2.56430 -3.16913 0.487 0.222 0.424
H 4.22494 3.41409 -0.08950 -0.277 0.037 -0.065
H 4.47775 4.07659 -1.71978 0.739 -0.250 -0.096
H 4.89096 2.31264 -1.26027 0.311 0.310 -0.500
H 3.56224 2.13376 -3.64919 -0.089 0.093 -0.214
H 2.44749 3.54339 -3.58600 0.193 0.068 -0.300
H 1.79278 1.94403 -3.26948 0.279 -0.052 -0.126
C 0.90496 -4.18897 -2.01028 -0.008 -0.224 1.497
C 1.75273 -4.34749 -0.73573 0.171 3.350 1.680
O 1.58854 -3.49919 0.19834 0.633 -3.059 -2.674
C 2.88109 -5.38639 -0.69249 -1.001 -0.783 0.974
H 1.32871 -3.34827 -2.55961 0.415 -0.494 -0.547
H -0.07497 -3.79427 -1.74185 -0.091 -0.278 0.267
H 0.78918 -5.15535 -2.50101 0.219 0.422 -0.534
H 3.81221 -5.25390 -1.24345 -0.345 0.600 -0.331
H 2.46452 -6.34658 -0.99679 -0.061 -0.037 -0.482
H 3.15177 -5.59599 0.34235 0.094 0.515 0.152
C -0.26962 2.43974 -5.60255 -0.544 -0.118 0.013
C -0.22552 0.93078 -5.62339 1.380 0.865 -3.240
O 0.03764 0.34155 -6.67498 -0.477 0.829 1.010
C -0.43503 0.15175 -4.43277 0.713 -1.020 1.049
H -1.26845 2.75364 -5.29941 -0.263 0.065 -0.041
H -0.06395 2.82713 -6.60042 0.151 0.011 0.206
H 0.36803 2.86557 -4.82785 0.260 -0.090 -0.154
H -1.49493 -0.10185 -4.45280 0.081 -0.263 0.714
H -0.03711 0.60949 -3.52710 -0.755 0.260 0.188
H 0.22260 -0.69852 -4.61353 -0.565 -0.551 0.211
C 2.06313 -4.39329 3.26519 -0.702 -0.463 0.794
C 1.84217 -4.83403 4.70330 -2.125 0.453 -0.295
O 0.79201 -4.51931 5.25606 1.226 -0.329 -0.057
C 2.82447 -5.80420 5.24982 0.492 -0.705 0.838
H 3.08705 -4.05984 3.09639 -0.254 0.011 -0.462
H 1.24025 -3.74301 2.96838 0.717 0.667 0.274
H 1.77560 -5.28978 2.71588 0.731 -0.325 -0.396
H 3.73823 -5.29110 5.54961 0.257 0.003 -0.434
H 3.02094 -6.58757 4.51780 0.381 0.299 -0.284
H 2.53423 -6.36117 6.14070 -0.609 0.421 0.082
C 2.49441 0.57762 6.75174 -2.233 1.035 -1.378
C 1.27342 1.30214 6.05880 0.067 0.974 0.926
O 1.17449 2.51811 6.12529 0.190 -1.226 -0.235
C 0.20970 0.44244 5.41358 0.106 0.134 -0.186
H 2.85629 1.38365 7.39007 0.534 -0.655 0.145
H 3.15269 0.26323 5.94184 0.350 0.036 0.293
H 2.05050 -0.29743 7.22642 0.520 0.039 0.398
H 0.62768 0.13832 4.45394 -0.049 -0.539 0.158
H -0.72011 0.95364 5.16410 0.205 0.419 0.279
H -0.03063 -0.40557 6.05485 0.195 -0.218 -0.244
C 0.91833 -0.34997 -0.53730 0.018 -0.726 -0.775
C 1.80780 -0.27919 0.63619 0.227 1.090 1.743
O 2.99421 -0.06137 0.58494 0.587 -0.318 -0.416
C 1.13224 -0.36460 2.02170 -0.052 -0.090 -0.404
H 1.44954 -0.30043 -1.48781 0.281 0.304 0.162
H 0.15543 0.42797 -0.50793 -0.161 -0.264 0.133
H 0.54176 -1.37183 -0.49157 -0.773 0.049 -0.002
H 1.04665 -1.39659 2.36196 -0.120 -0.223 -0.290
H 0.13646 0.07631 1.97557 -0.090 -0.051 0.036
H 1.70356 0.13538 2.80382 0.281 0.192 -0.472
C 5.45439 -2.13257 -0.49078 -1.124 2.913 1.904
C 6.23294 -2.13242 0.80995 0.449 -0.515 -1.420
O 7.05877 -3.28498 0.59387 0.477 0.188 -0.038
C 7.26521 -3.35822 -0.74086 3.297 -2.390 -1.296
O 8.15892 -4.03701 -1.27514 -3.323 2.382 1.661
O 6.38940 -2.54911 -1.36552 1.838 -1.712 -2.639
F 5.44452 -2.34883 1.81240 -1.444 -0.547 2.425
H 5.21322 -1.09405 -0.71756 -0.510 -0.151 -0.188
H 4.54812 -2.73254 -0.40846 0.061 -0.225 -0.076
H 6.85994 -1.26935 1.03371 0.099 0.090 -0.249
C -4.43377 -1.09426 3.20168 -0.609 1.643 -0.057
C -4.42964 0.04974 4.24091 -0.385 0.005 -0.470
O -3.36977 0.87712 3.86100 0.574 1.137 1.459
C -2.98281 0.63365 2.62869 1.230 2.350 -2.121
O -2.26657 1.36580 1.94259 -1.647 -2.441 1.877
O -3.63585 -0.43870 2.22578 0.289 -2.069 -2.641
F -4.19664 -0.36481 5.46330 0.324 -0.843 1.955
H -5.44320 -1.23000 2.81343 0.086 0.108 -0.222
H -4.07784 -2.09053 3.46408 0.559 0.391 0.411
H -5.30498 0.69844 4.27333 -0.357 -0.313 -0.238

---

No. 2
134
Properties=species:S:1:pos:R:3:forces:R:3 method="wB97M-V/def2-TZVPD" multiplicity=1 lumo_ev=0.19 homo_ev=-9.176 smiles="CCOC(=O)CCCN(CC(=O)N(C)C)C(=O)OCCOC(C)=O.COC(=O)OC.COC(=O)OC.COC(=O)OC.COC(=O)OC.COC(=O)OC.COC(=O)OC.COC(=O)OC" charge=0 energy_ha=-3628.8285
C -6.44669 5.09778 -0.18609 0.131 0.004 -0.186
C -5.39533 4.06529 0.19779 -0.317 0.281 0.034
O -5.40043 2.91087 -0.66795 0.541 -0.224 0.299
C -4.49433 2.95022 -1.68343 -0.269 0.195 -0.191
O -4.44942 3.86154 -2.46622 0.194 -0.006 0.197
C -3.60190 1.74009 -1.72967 0.004 -0.305 -0.169
C -2.16002 2.06199 -2.14058 0.024 -0.002 -0.098
C -1.49475 3.26850 -1.46290 0.085 0.207 0.119
N -0.77339 2.97509 -0.21024 0.176 -0.507 -0.140
C -1.45947 2.08538 0.69991 -0.174 0.042 0.021
C -0.90316 2.21445 2.11266 0.525 -0.232 0.206
O 0.10726 2.83574 2.33662 -0.278 0.229 0.018
N -1.64289 1.63925 3.15815 -0.627 0.454 -0.781
C -2.06927 2.68571 4.11280 0.340 -0.228 0.430
C -2.76050 0.78633 2.75565 -0.223 0.197 0.456
C 0.56496 2.60649 -0.39327 -0.002 -0.092 -0.158
O 1.01980 1.51061 -0.17078 0.049 0.117 0.225
O 1.26902 3.63428 -0.88636 -0.002 -0.051 -0.027
C 2.68748 3.44626 -0.97344 0.025 0.113 -0.139
C 3.17851 4.50823 -1.93260 -0.389 0.271 0.319
O 4.59992 4.53647 -1.82792 0.056 -0.376 -0.589
C 5.22843 5.54125 -2.48668 -0.149 0.300 0.274
C 6.54377 5.11122 -3.06264 0.274 0.233 0.273
O 4.77034 6.64885 -2.58294 -0.046 -0.274 -0.215
H -7.20176 4.61848 -0.80752 -0.107 0.003 0.123
H -6.01431 5.90838 -0.77012 -0.003 -0.016 -0.033
H -6.92246 5.51862 0.69858 -0.016 0.007 -0.004
H -5.58529 3.67135 1.19518 -0.057 -0.107 -0.054
H -4.39484 4.50407 0.20437 0.001 -0.023 -0.053
H -3.65323 1.20526 -0.78391 -0.046 0.096 0.054
H -4.03254 1.06199 -2.47414 -0.025 -0.016 0.026
H -1.55389 1.17119 -1.95533 0.044 0.016 -0.056
H -2.12461 2.22685 -3.21759 -0.102 0.073 0.004
H -0.76373 3.67879 -2.15563 0.027 0.099 0.078
H -2.20628 4.07301 -1.26993 -0.105 -0.076 -0.030
H -2.50727 2.39544 0.73925 0.002 0.023 -0.016
H -1.45066 1.03654 0.38350 0.068 0.000 -0.006
H -1.46523 2.66264 5.01836 0.006 0.020 0.003
H -1.98216 3.68138 3.67641 0.025 -0.013 -0.024
H -3.10989 2.51885 4.38788 0.003 -0.046 0.009
H -3.59927 1.37238 2.35534 0.010 -0.115 -0.207
H -2.44964 0.02404 2.04694 0.019 0.007 -0.007
H -3.15010 0.29287 3.64592 0.101 -0.125 -0.021
H 3.12157 3.60319 0.01365 0.034 -0.117 0.012
H 2.92629 2.44773 -1.33238 -0.002 -0.050 0.122
H 2.73464 5.47200 -1.68304 0.140 0.043 0.085
H 2.87983 4.26354 -2.95549 0.140 -0.003 -0.038
H 6.44555 5.08842 -4.14779 -0.022 -0.090 0.000
H 7.28862 5.86773 -2.81878 0.012 -0.004 -0.066
H 6.86361 4.14539 -2.68445 -0.076 -0.059 -0.051
C 4.18758 -1.01443 0.32251 -0.098 -0.015 0.010
O 5.54091 -1.29282 -0.06446 -0.003 -0.005 -0.015
C 6.26243 -0.20767 -0.33917 -0.031 -0.031 0.019
O 5.88046 0.93047 -0.26933 0.006 0.048 -0.039
O 7.48370 -0.59997 -0.70144 0.079 -0.028 0.004
C 8.37927 0.46854 -1.03121 0.033 -0.021 -0.029
H 3.73082 -1.98116 0.50936 0.032 -0.016 -0.003
H 4.16252 -0.40522 1.22339 0.014 0.029 -0.018
H 3.65836 -0.49853 -0.47603 0.007 0.036 0.017
H 8.52706 1.12087 -0.17290 -0.026 0.016 -0.005
H 7.99008 1.04509 -1.86798 -0.016 0.013 0.013
H 9.31560 -0.00688 -1.30789 -0.001 -0.002 0.002
C 9.03862 -3.56885 -6.35613 0.032 -0.018 -0.033
O 9.08016 -4.27562 -5.11001 -0.038 -0.023 -0.015
C 8.35957 -3.71550 -4.13632 0.021 0.001 -0.042
O 7.70297 -2.71205 -4.23882 0.006 0.011 0.003
O 8.50750 -4.44682 -3.03535 -0.014 0.006 -0.001
C 7.80362 -3.93384 -1.89452 -0.017 0.035 0.129
H 9.66112 -4.14245 -7.03536 0.000 -0.008 0.007
H 8.01808 -3.51434 -6.72927 -0.006 0.021 0.015
H 9.43964 -2.56363 -6.23784 -0.016 0.007 0.010
H 6.73392 -3.89246 -2.08823 0.005 0.025 -0.034
H 8.15961 -2.93764 -1.64192 -0.048 0.021 -0.008
H 8.01072 -4.62357 -1.08250 0.031 -0.035 -0.038
C 11.33540 -2.24774 -3.61990 -0.026 -0.111 0.044
O 12.05165 -1.68110 -4.72380 -0.001 0.010 0.004
C 12.53172 -0.46090 -4.49212 -0.016 0.009 -0.019
O 12.40463 0.16475 -3.47131 -0.006 0.004 0.009
O 13.17400 -0.04829 -5.58364 0.000 0.001 0.008
C 13.74404 1.26048 -5.47146 0.027 0.017 -0.043
H 11.01065 -3.22859 -3.95087 0.032 0.002 -0.036
H 11.98565 -2.34942 -2.75302 -0.002 0.076 0.012
H 10.47606 -1.62720 -3.36837 0.006 0.000 0.021
H 14.47533 1.29075 -4.66621 -0.017 0.001 0.017
H 12.96809 2.00032 -5.28499 -0.002 -0.006 0.023
H 14.22521 1.45040 -6.42558 -0.003 -0.010 -0.004
C -7.08117 1.23882 -3.63966 0.035 0.140 -0.007
O -6.74084 -0.04166 -3.09374 0.021 0.020 0.020
C -7.21237 -1.07716 -3.78581 0.005 -0.015 -0.005
O -7.87501 -1.01419 -4.78759 -0.006 0.005 0.000
O -6.82216 -2.19859 -3.17880 -0.003 0.004 -0.002
C -7.26430 -3.39788 -3.82449 0.016 -0.046 0.024
H -6.63626 1.97140 -2.97431 -0.017 -0.011 0.026
H -6.67262 1.34804 -4.64249 -0.023 -0.032 -0.015
H -8.16012 1.37573 -3.67011 -0.011 -0.073 -0.015
H -6.87134 -3.45368 -4.83769 -0.016 0.016 -0.009
H -8.35137 -3.43686 -3.85486 -0.002 0.016 -0.019
H -6.87390 -4.21281 -3.22310 0.005 0.008 0.007
C -7.72926 -3.15040 3.28918 -0.037 -0.023 -0.028
O -6.58890 -3.86464 3.77909 0.005 -0.003 0.000
C -5.70687 -3.11612 4.43909 0.075 0.020 -0.009
O -5.80048 -1.93108 4.64371 -0.024 -0.064 -0.056
O -4.70399 -3.89453 4.83030 -0.007 -0.017 0.016
C -3.66528 -3.20605 5.53937 0.178 -0.011 0.094
H -8.33537 -3.88833 2.77360 0.010 -0.007 -0.001
H -8.29162 -2.71674 4.11395 0.015 0.013 0.003
H -7.42421 -2.36449 2.60091 0.010 0.018 0.022
H -4.05823 -2.74689 6.44447 -0.056 0.035 -0.041
H -3.21466 -2.44515 4.90552 -0.029 0.020 0.000
H -2.92248 -3.95489 5.79400 -0.043 -0.075 -0.099
C -9.78753 4.10273 6.03580 -0.007 0.039 0.034
O -9.16338 2.95323 6.61603 0.002 -0.002 -0.005
C -9.03117 1.92154 5.78138 -0.002 0.013 0.001
O -9.38462 1.90202 4.63010 0.003 -0.003 -0.005
O -8.44501 0.92469 6.43653 -0.003 -0.011 0.002
C -8.23608 -0.25688 5.65016 -0.030 -0.007 0.043
H -9.82251 4.84504 6.82692 0.005 -0.007 0.007
H -9.20279 4.47275 5.19571 -0.008 -0.016 -0.015
H -10.79377 3.86247 5.69800 0.007 -0.011 -0.020
H -7.58968 -0.04886 4.80238 -0.014 0.011 -0.008
H -9.19302 -0.64633 5.30420 0.004 0.018 -0.034
H -7.75197 -0.97007 6.30819 0.018 0.037 0.027
C -3.53870 -6.76205 2.68533 -0.051 -0.028 -0.008
O -2.42646 -7.54467 3.14349 0.009 0.004 0.001
C -1.46654 -6.83523 3.72950 -0.108 -0.003 -0.015
O -1.47411 -5.64017 3.88323 0.055 0.073 0.067
O -0.50225 -7.66544 4.11958 0.012 0.003 -0.008
C 0.60058 -7.02509 4.77054 0.039 -0.033 0.012
H -4.22754 -7.47306 2.24053 0.008 -0.010 0.003
H -4.01237 -6.24145 3.51544 0.020 0.020 -0.002
H -3.21150 -6.03695 1.94258 0.010 0.013 0.013
H 0.26784 -6.51434 5.67208 -0.009 0.018 -0.011
H 1.07604 -6.30986 4.10232 -0.018 0.018 0.003
H 1.29168 -7.82286 5.02297 -0.007 -0.007 -0.005